Entry 1:
Density functional theory data (the ωB97M-V functional and the def2-TZVPD basis) for C35H28CrN2P2S2 as an isolated structure at a distorted geometry.

The lowest unoccupied orbital energy (spin up / spin down) comes out at -3.30 / -3.17 eV. Its total energy is -3983.4089 a.u. The spin multiplicity is 2. The net charge is +1.

Element x y z (Å)
Cr  -0.139927  0.405395  -0.043929
S  2.341147  1.009397  -0.585642
P  2.296778  -0.895008  -1.228155
C  0.847499  -1.255213  -0.427104
P  -0.109981  -2.554217  0.106941
S  -0.934748  -1.460310  1.586494
C  -1.207392  -3.083111  -1.235925
C  -1.859059  -2.127348  -2.015447
C  -2.596895  -2.509756  -3.121746
C  -2.678353  -3.854209  -3.472872
C  -2.031506  -4.810257  -2.708197
C  -1.296605  -4.427764  -1.590344
C  0.549925  -4.086194  0.770628
C  -0.254581  -4.808121  1.651747
C  0.218488  -5.987199  2.203198
C  1.495018  -6.441205  1.887518
C  2.297315  -5.722013  1.015255
C  1.823927  -4.542781  0.451859
C  2.117170  -1.151371  -2.995768
C  1.886026  -2.453078  -3.445125
C  1.597015  -2.682570  -4.780861
C  1.542093  -1.614546  -5.669552
C  1.777368  -0.321238  -5.225132
C  2.059523  -0.085681  -3.884135
C  3.760942  -1.787823  -0.719663
C  4.748923  -2.144245  -1.633126
C  5.916092  -2.746759  -1.181002
C  6.092803  -2.983789  0.174410
C  5.111069  -2.615084  1.089649
C  3.948366  -2.010683  0.646180
H  -1.766691  -1.076756  -1.771094
H  -3.099464  -1.761137  -3.720979
H  -3.245429  -4.151478  -4.346337
H  -2.093727  -5.856641  -2.979119
H  -0.792993  -5.181090  -0.998972
H  -1.242159  -4.442623  1.910177
H  -0.403065  -6.550561  2.886924
H  1.864504  -7.358898  2.327520
H  3.291944  -6.075227  0.773059
H  2.447478  -3.988744  -0.234301
H  1.926462  -3.286906  -2.750980
H  1.414748  -3.691330  -5.129853
H  1.317700  -1.793745  -6.713815
H  1.741470  0.506133  -5.922850
H  2.249440  0.918326  -3.524571
H  4.607281  -1.959087  -2.689783
H  6.687214  -3.028389  -1.886969
H  7.003894  -3.453492  0.523225
H  5.257354  -2.795856  2.146854
H  3.179741  -1.711571  1.349845
C  -4.257689  0.693243  1.448197
C  -4.186669  1.943342  2.035647
C  -3.089617  2.745913  1.772624
C  -2.086382  2.257541  0.959835
N  -2.089494  0.995025  0.501430
C  -3.181046  0.247350  0.705963
C  -1.026453  3.109464  0.356460
C  -0.954788  4.477111  0.537997
C  -0.135585  5.219564  -0.293643
C  0.550219  4.572526  -1.305594
C  0.474923  3.196481  -1.384178
N  -0.255198  2.462561  -0.533841
H  -5.120462  0.054236  1.574657
H  -4.988949  2.305048  2.665523
H  -3.029600  3.747515  2.172858
H  -3.173422  -0.742868  0.278187
H  -1.555008  4.958942  1.296528
H  -0.063611  6.292551  -0.174450
H  1.151084  5.116223  -2.020683
H  1.024889  2.652012  -2.133453

Atomic forces in eV per Å
1.7067 -1.2305 0.8885
-0.1894 0.0326 0.0057
0.0383 0.3968 0.1600
-0.7176 -0.0799 -0.6797
-0.4131 0.2723 0.2470
-0.0476 0.1515 -0.0417
0.0925 -0.1744 -0.0943
-0.0440 -0.0845 -0.0202
-0.0068 -0.0220 0.0165
-0.0219 0.0380 -0.0070
0.0233 0.0138 0.0559
-0.1012 -0.0100 -0.0258
0.3025 0.0556 0.0912
0.0592 -0.0312 0.0414
-0.0005 -0.0067 -0.0126
-0.0105 0.0027 0.0090
-0.0176 0.0250 -0.0324
-0.1109 -0.1508 -0.0373
-0.0577 0.0312 -0.1220
-0.0164 0.0172 -0.0626
0.0205 0.0026 0.0620
0.0044 0.0347 -0.0030
0.0068 0.0091 0.0263
0.0511 -0.0603 -0.0901
0.1421 0.0259 0.0574
0.0060 -0.1009 0.0676
-0.0006 -0.0141 0.0055
-0.0020 -0.0005 -0.0013
-0.0080 0.0033 -0.0100
0.0690 0.0011 -0.0407
0.0367 0.1065 0.0122
0.0134 -0.0094 0.0104
0.0124 0.0123 0.0280
0.0099 0.0242 0.0168
-0.0061 -0.0022 -0.0465
0.0207 -0.0032 0.0207
0.0054 0.0120 -0.0117
-0.0139 0.0217 -0.0065
-0.0274 0.0221 -0.0023
0.0469 0.0131 -0.0192
-0.0118 -0.0014 -0.0174
0.0042 0.0306 0.0189
0.0086 0.0071 0.0349
0.0031 -0.0239 0.0233
-0.0186 0.0030 -0.0129
0.0191 0.0050 -0.0115
-0.0287 0.0117 0.0205
-0.0189 0.0094 -0.0043
-0.0019 0.0023 -0.0232
-0.0030 0.0036 0.0129
-0.0290 -0.0673 -0.0324
-0.0244 0.0701 0.0524
-0.1060 0.1184 0.1457
0.2601 0.1185 -0.1711
-0.5028 0.0650 -0.3609
0.0250 -0.0001 0.0681
-0.2237 -0.2405 0.1065
-0.0284 0.1657 0.1020
-0.0298 0.0740 0.0661
0.0470 0.0029 -0.0670
0.0327 -0.0136 0.1031
-0.2688 0.3557 -0.4493
0.0261 0.0228 0.0021
0.0170 -0.0020 -0.0198
-0.0441 -0.0265 -0.0078
0.0112 0.0042 -0.0055
0.0353 0.0162 -0.0449
-0.0117 -0.0153 -0.0029
-0.0123 -0.0070 0.0152
0.0201 -0.0329 0.0041


Entry 2:
Density functional theory data (the ωB97M-V functional and the def2-TZVPD basis) for one molecule with the formula C2H2N4O2 at a distorted geometry.

The lowest unoccupied orbital energy comes out at -1.21 eV. The energy relative to the best compared isomer or geometry (same formula, charge and spin) comes out at 728.94 kJ/mol. Its total energy is -446.6951 a.u.

Element x y z (Å)
C  0.608843  -0.260632  -0.479968
C  -0.995929  0.448474  1.153515
H  -0.635645  0.448815  -1.866611
H  -2.123617  0.338812  1.633483
N  0.881892  -0.347516  -1.769098
N  -0.676788  -0.066078  -0.108639
N  1.417542  -0.542887  1.511985
N  1.537741  -0.785859  0.368012
O  -0.106589  0.045620  -2.481008
O  0.092550  0.721249  2.038329

Atomic forces in eV per Å
-1.1988 0.0415 -3.8297
3.6731 -2.2250 0.2321
-3.7669 1.8131 2.1761
3.0900 0.6411 -1.5965
2.4770 -1.2828 2.9574
-2.7336 2.5353 4.6607
1.3227 -0.7542 -0.1328
-0.1451 1.0663 3.6786
1.0491 -0.4073 -4.3118
-3.7673 -1.4281 -3.8342


Entry 3:
Density functional theory data (the ωB97M-V functional and the def2-TZVPD basis) for C27H17CrN3O5 as an isolated structure at a distorted geometry.

The lowest unoccupied orbital energy (spin up / spin down) comes out at -3.63 / -6.17 eV. The energy relative to the best compared isomer or geometry (same formula, charge and spin) comes out at 0.00 kJ/mol. Its total energy is -2623.5045 a.u. The spin multiplicity is 4. The net charge is +1.

Element x y z (Å)
O  -0.558746  -5.361749  -1.331966
C  -0.621369  -4.230486  -1.604979
Cr  -1.056334  -2.385683  -1.876769
C  -1.451015  -2.480794  -0.050301
O  -1.791778  -2.731413  1.042430
C  -2.853872  -3.020764  -1.975017
O  -3.904403  -3.506175  -1.842542
C  -0.899920  -1.709392  -3.938040
C  0.334426  -2.235031  -3.550798
C  0.934385  -1.812799  -2.360453
C  0.348198  -0.797232  -1.574154
C  0.857240  -0.505900  -0.242844
C  1.080661  -0.435184  0.960686
C  1.538994  -0.334853  2.277440
C  0.513787  -0.082368  3.274611
C  -0.785978  0.272645  2.824397
C  -1.819623  0.539990  3.714294
C  -1.624162  0.382305  5.090259
C  -0.356778  0.023478  5.568754
C  0.689348  -0.176615  4.673796
C  2.983557  -0.352358  2.462621
C  3.802248  -0.149052  1.313585
C  5.182302  -0.009466  1.405283
C  5.815364  -0.110465  2.650191
C  5.045882  -0.365600  3.793154
C  3.663308  -0.530209  3.689365
C  -0.897133  -0.268762  -1.990494
C  -1.516274  -0.719060  -3.156050
H  -1.396288  -2.083043  -4.833076
H  0.821824  -2.998892  -4.157095
H  1.863579  -2.264797  -2.006262
H  -0.970235  0.352780  1.752128
H  -2.779456  0.871373  3.314593
H  -2.456098  0.509726  5.782851
H  -0.170093  -0.101252  6.639093
H  1.649029  -0.462632  5.077286
H  3.333923  -0.058568  0.333265
H  5.756599  0.179059  0.497125
H  6.900317  -0.033095  2.721058
H  5.519253  -0.442048  4.775088
H  3.110773  -0.826839  4.571348
H  -1.373821  0.480916  -1.354184
H  -2.484586  -0.306182  -3.442371
N  1.005554  -2.818671  4.165950
C  -0.123877  -3.453698  3.704781
N  -0.421438  -4.601516  4.351090
C  0.562124  -4.668330  5.306252
N  0.663436  -5.762607  6.188490
O  1.603297  -5.751159  7.012967
O  -0.163341  -6.674119  6.104748
C  1.420848  -3.558964  5.234527
H  -0.731929  -3.072060  2.887809
H  2.241170  -3.390871  5.912366

Atomic forces in eV per Å
0.0696 3.7314 -1.0684
0.0376 -3.7170 1.1718
-1.7655 -1.9468 -0.0624
-0.9775 -1.2849 4.7628
1.1324 1.2066 -3.9354
-4.2907 -2.1798 0.5796
3.6007 1.8637 -0.7132
0.3015 0.3520 -1.0708
-0.0957 -0.2966 -0.8712
1.4567 0.4785 0.9065
1.0598 0.5033 1.0879
-0.5317 -0.0793 -0.2153
0.3567 -0.0077 -1.4271
-0.1243 0.1179 0.4153
-0.7869 0.2607 0.2975
0.1767 0.0187 0.2574
0.0991 -0.1387 -0.0373
0.1119 -0.1045 -0.0058
-0.0560 0.1272 -0.4207
-0.0630 0.2182 0.1267
0.9161 -0.2372 -0.4777
0.0462 0.2045 0.2360
-0.1969 -0.1861 0.2500
-0.2213 -0.0672 0.0443
-0.1618 -0.0782 -0.3682
0.0906 0.1625 -0.0231
0.0371 1.1351 0.7640
-0.2956 0.3417 -0.5054
0.1379 0.0636 0.2620
-0.2427 0.1301 0.2326
-0.3350 0.1520 -0.2073
0.0224 0.0899 0.3233
0.2042 -0.1952 0.2308
0.2404 0.0983 -0.1846
-0.1470 0.0698 -0.3964
-0.4762 0.2350 0.0035
0.1681 0.0524 0.3450
-0.1026 -0.0874 0.3086
-0.3072 0.0975 0.0223
-0.1291 -0.0958 -0.3832
0.4050 0.1387 -0.2457
0.1180 -0.2861 -0.2887
0.2733 -0.2184 0.0957
1.5161 -0.7053 1.9877
0.7403 -0.7845 1.0742
1.2502 -0.4840 1.5325
-3.2891 -0.2507 -2.5744
-0.0622 -2.7678 1.9963
-1.1462 0.5371 -1.3893
1.1012 1.4780 -0.0695
-0.3629 2.0027 -2.4685
0.2863 -0.0548 0.3701
0.2111 0.3869 -0.2750


Entry 4:
Density functional theory data (the ωB97M-V functional and the def2-TZVPD basis) for a 7-piece molecular cluster, C7H28N14O7 overall at a distorted geometry.

The lowest unoccupied orbital energy comes out at -0.07 eV. The energy relative to the best compared isomer or geometry (same formula, charge and spin) comes out at 101.97 kJ/mol. Its total energy is -1577.0659 a.u. The structure (SMILES) is NC(N)=O.NC(N)=O.NC(N)=O.NC(N)=O.NC(N)=O.NC(N)=O.NC(N)=O.

Element x y z (Å)
C  3.555934  0.509504  -3.578130
O  4.459426  0.833768  -4.324234
N  3.424508  0.967074  -2.307054
N  2.713525  -0.575773  -3.876865
H  2.658100  0.605197  -1.772108
H  4.046434  1.692069  -2.009157
H  3.170747  -1.102865  -4.598771
H  1.735036  -0.476511  -3.682141
C  0.685430  -2.967147  1.780497
O  -0.302465  -2.278678  2.057091
N  0.658830  -4.263748  1.446195
N  1.910823  -2.361655  1.653102
H  -0.199986  -4.720399  1.198080
H  1.498357  -4.728400  1.151591
H  1.968513  -1.373307  1.813146
H  2.677392  -2.894180  1.288335
C  -3.479666  -0.358046  1.665286
O  -3.014743  -0.207220  0.533409
N  -3.030013  -1.287484  2.532354
N  -4.539190  0.391446  2.079675
H  -3.391628  -1.247578  3.468666
H  -2.126310  -1.700839  2.342636
H  -4.860832  1.025900  1.367132
H  -4.850867  0.576240  3.014592
C  0.989029  0.283955  4.736479
O  1.790644  -0.454267  5.262571
N  0.352844  0.023509  3.547082
N  0.681855  1.538531  5.199468
H  -0.507998  0.489479  3.312370
H  0.425480  -0.895182  3.109878
H  1.192934  1.883229  5.989431
H  -0.005863  2.109070  4.746210
C  -3.510485  -2.734291  -2.126430
O  -2.679956  -2.160140  -2.801318
N  -4.226251  -2.136364  -1.134776
N  -3.940759  -4.012456  -2.410558
H  -4.977390  -2.481563  -0.571386
H  -3.782717  -1.256461  -0.870320
H  -4.555728  -4.496836  -1.785869
H  -3.598472  -4.456353  -3.240949
C  -0.176230  1.127762  -0.894569
O  0.495186  1.944541  -1.519261
N  -0.019768  0.903891  0.453915
N  -1.094612  0.312961  -1.464822
H  0.797328  1.285399  0.887689
H  -0.715601  0.312158  0.870642
H  -1.287732  0.412752  -2.445890
H  -1.852874  -0.043321  -0.890455
C  3.013108  5.065590  -2.868233
O  2.796432  5.537269  -3.968794
N  4.028948  5.434091  -2.042217
N  2.306962  3.993356  -2.398562
H  4.289187  4.860666  -1.265750
H  4.516575  6.261945  -2.327098
H  1.434070  3.736716  -2.822494
H  2.454472  3.553002  -1.509326

Atomic forces in eV per Å
0.5861 -1.0299 0.2595
-0.0395 0.1613 -0.0030
-0.1800 -0.2370 -0.4208
1.1017 1.0696 0.6158
0.0503 0.4418 0.3792
-0.2661 0.1960 0.0854
-1.0520 -0.1907 -0.5125
-0.1558 -0.4824 -0.4300
0.4885 1.8549 -1.0894
-0.1429 -0.6875 0.2570
-0.0607 -1.0509 0.0322
-0.5782 -0.8700 0.3365
-0.1674 0.2217 0.2198
0.0081 0.0329 -0.0036
0.2080 -0.0048 -0.0453
0.2708 0.3670 0.0471
-0.0349 -0.0339 0.2273
-0.0397 0.1205 0.4111
-0.0141 0.2991 0.0628
-0.4192 0.5064 -0.7696
0.2235 -0.2730 0.0905
0.1181 -0.2583 0.1026
-0.0345 0.1113 0.1528
0.2384 -0.3406 0.1393
-0.2395 0.6641 -0.5275
0.1677 -0.1684 0.0796
-0.0013 -0.6388 -0.6028
0.0668 -0.1547 0.4218
0.0940 0.1565 0.1324
-0.2575 0.2500 0.5981
-0.1120 0.0397 0.0848
0.1524 0.1378 0.0502
-1.5760 -0.9539 -0.6747
0.4060 0.1411 0.2602
1.1872 1.5249 0.0792
0.3244 0.0744 0.0975
0.0772 -0.4316 -0.1642
-0.6486 -0.4022 0.3170
-0.0198 -0.1170 -0.1326
0.0633 -0.0794 0.0604
0.0685 0.0479 -0.0315
0.3348 -0.2538 0.1368
-0.2863 0.2824 -0.8962
-0.4933 -0.1145 -0.1228
-0.2388 0.0180 0.4382
0.4334 -0.1869 0.5135
0.0173 0.1826 0.0241
0.4431 -0.0828 -0.2630
-0.4580 -1.5290 -0.4254
-0.0035 0.7568 0.2692
0.0402 0.6618 -0.2154
-0.3622 -0.1183 0.1558
0.1949 0.2903 0.1307
0.4220 -0.1473 0.2357
0.1192 -0.0129 -0.2541
-0.0240 0.2399 0.0808